Record 1
DFT (the ωB97M-V functional and the def2-TZVPD basis) results for a molecular structure, C3H5N2O.

Properties
HOMO energy, eV: -16.03
Electronic energy, hartree: -301.640083
Relative energy (zero: lowest compared OMol25 entry of this formula, charge and spin), kcal per mole: 118.73
Total charge: +1

Last column: Löwdin charge in e.
Positions of all 11 atoms, in Å:
C: 1.0726 -0.4332 0.0644  -0.164
H: 0.8664 -0.8774 1.0469  0.105
O: -2.3553 1.2306 -0.2954  0.253
N: -1.5837 -0.9782 -0.0678  0.155
H: -0.0357 1.2456 0.9874  0.139
N: -0.8427 -1.8133 -0.0413  0.347
H: 0.5450 1.5664 -0.7675  0.128
C: 0.3748 0.8185 0.0220  -0.001
H: 2.1604 -0.1134 0.1287  0.162
H: 1.3216 -1.0599 -0.8039  0.127
C: -1.5233 0.4143 -0.2735  -0.252

Record 2
DFT (the ωB97M-V functional and the def2-TZVPD basis) results for a single C6H10 molecule.

Properties
HOMO energy, eV: -9.03
Electronic energy, hartree: -234.586986
SMILES: C[C@@H]1C=CCC1
Relative energy (zero: lowest compared OMol25 entry of this formula, charge and spin), kcal per mole: 9.74

Last column: Löwdin charge in e.
Positions of all 16 atoms, in Å:
H: -0.6525 -1.6961 -0.9416  0.101
H: 0.7635 0.1647 -1.5189  0.134
H: 2.8078 0.3412 -0.1149  0.072
C: 0.6381 0.0441 -0.4326  -0.366
C: -1.8104 -0.1250 -0.1054  -0.196
C: 2.0163 -0.3834 0.1291  -0.080
C: -0.5224 -0.9504 -0.1727  -0.187
H: 2.3385 -1.3476 -0.2895  0.074
H: -2.6465 -0.7138 0.3208  0.108
H: -2.2254 0.1317 -1.1124  0.117
C: -1.2508 1.1326 0.5247  -0.097
H: 0.6216 2.2106 0.3407  0.107
C: 0.0457 1.2886 0.2087  -0.079
H: -1.8085 1.8249 1.1399  0.092
H: 2.0028 -0.4888 1.2220  0.076
H: -0.3179 -1.4332 0.8021  0.122

Record 3
DFT (the ωB97M-V functional and the def2-TZVPD basis) results for 2 unconnected molecules or ions with the total composition C3H7IN.

Properties
HOMO energy, eV: -12.86
Electronic energy, hartree: -470.614941
Relative energy (zero: lowest compared OMol25 entry of this formula, charge and spin), kcal per mole: 55.44
Total charge: +1

Last column: Löwdin charge in e.
Positions of all 12 atoms, in Å:
H: -0.5341 -0.4383 2.3196  0.118
H: -0.2546 2.4147 0.9750  0.149
H: 1.1917 1.3612 1.3404  0.173
H: 3.1448 -2.8370 -4.0316  -0.321
C: 0.0671 1.3456 1.0703  -0.010
C: -0.6681 0.3190 0.3746  -0.212
C: -0.8883 0.4102 1.8132  0.003
H: -1.8551 0.6111 2.1561  0.117
I: 2.6554 -2.2345 -2.6159  0.327
H: -1.4799 -1.0305 -0.9597  0.159
N: -0.9062 -0.2132 -0.7645  0.264
H: -0.4725 0.2917 -1.6776  0.234

Record 4
DFT (the ωB97M-V functional and the def2-TZVPD basis) results for a single C3H6N2O molecule.

Properties
HOMO energy, eV: -8.83
Electronic energy, hartree: -302.576545
SMILES: [H]/N=C(\C)NC=O
Relative energy (zero: lowest compared OMol25 entry of this formula, charge and spin), kcal per mole: 73.14

Last column: Löwdin charge in e.
Positions of all 12 atoms, in Å:
C: -1.3282 0.6728 0.9761  -0.021
H: 1.1027 -0.3495 -1.5534  0.141
H: -2.0690 -0.1202 1.1386  0.067
C: 1.9294 -1.1679 0.0840  -0.362
H: 1.7544 -1.2499 1.1603  0.125
O: 2.8796 -1.6627 -0.4933  0.022
H: -1.9597 1.5466 0.6646  0.084
H: -1.1882 1.1755 -1.8519  0.051
C: -0.3535 0.1722 -0.2102  -0.327
N: -0.8735 0.4492 -1.2936  0.091
N: 0.9669 -0.4213 -0.5323  0.082
H: -0.8611 0.9553 1.9111  0.046

Record 5
DFT (the ωB97M-V functional and the def2-TZVPD basis) results for a single C5H11N3 molecule.

Properties
HOMO energy, eV: -8.53
Electronic energy, hartree: -361.084996
SMILES: N[C@H]1[C@H](N)CN2C[C@@H]12
Relative energy (zero: lowest compared OMol25 entry of this formula, charge and spin), kcal per mole: 191.01

Last column: Löwdin charge in e.
Positions of all 19 atoms, in Å:
H: -2.7800 0.1957 -0.3202  0.139
H: 3.0957 -0.2063 0.0709  0.038
H: 0.3097 -2.2220 0.9445  0.138
H: -2.2078 -1.7067 -1.0294  0.117
C: -0.0292 0.8855 -0.5552  -0.452
C: 0.2033 -1.0262 1.0429  -0.051
H: 0.2529 -0.6911 2.1877  0.119
H: -0.3115 2.6078 0.6495  0.082
N: 2.2996 -0.1835 -0.5398  0.007
C: -2.1515 -0.7535 -0.4721  -0.045
H: 2.3606 -1.1048 -1.0513  0.076
H: -0.2905 -0.9469 -1.5970  0.124
H: 0.4851 1.6759 -1.3746  0.193
H: -0.8657 1.1088 1.3082  0.151
N: -1.0929 -0.4765 0.4658  -0.218
H: 1.5148 1.1228 0.7833  0.178
C: -0.8255 -0.2509 -0.9818  -0.252
C: 0.9764 0.1925 0.1560  -0.343
N: -0.9434 1.7795 0.3126  -0.001